# 1
The following is a DFT calculation (ωB97M-V with the def2-TZVPD basis set) of a molecular structure, H2InO9P2.

Values from the calculation:
total charge: -3
LUMO: 6.15 eV
spin multiplicity: 1
energy relative to the best compared isomer or geometry (same formula, charge and spin): 100.1 kcal per mole
orbital gap: 2.714 eV

Each line ends with the Löwdin charge.
Positions of all 14 atoms, in Å:
1 In -0.6563 0.9899 1.1390  0.828
2 P 1.1381 -2.4622 0.4464  -0.144
3 O 0.3927 -1.5220 1.4455  -0.581
4 O 2.6515 -2.2833 0.4445  -0.336
5 O 0.8641 -2.0529 -1.0135  -0.226
6 O 0.4863 -3.8405 0.7309  -0.477
7 P 1.3923 1.5720 -1.6626  -0.145
8 O -0.1577 1.7261 -1.5969  -0.574
9 O 1.9193 0.5877 -2.7598  -0.363
10 O 1.8090 0.7155 -0.4315  -0.350
11 O 2.1056 2.9398 -1.7048  -0.498
12 O -3.6042 1.1043 1.6462  -0.185
13 H -4.0734 1.5519 2.3606  0.020
14 H -4.2674 0.9737 0.9559  0.032

=====

# 2
The following is a DFT calculation (ωB97M-V with the def2-TZVPD basis set) of a molecular structure, C36H50BrN6O5P3PbS2.

Values from the calculation:
total charge: +2
LUMO: -5.23 eV
spin multiplicity: 1
orbital gap: 7.037 eV

Each line ends with the Löwdin charge.
Positions of all 104 atoms, in Å:
1 Pb 0.2609 0.4445 0.2667  1.361
2 S -1.7918 2.6437 0.9284  0.556
3 C -3.0217 2.3996 2.1838  -0.611
4 C -3.1504 2.7158 3.5215  -0.063
5 C -4.3648 2.3786 4.1118  -0.059
6 C -5.3875 1.7732 3.3815  -0.056
7 C -5.2480 1.4750 2.0279  -0.059
8 C -4.0347 1.7999 1.4549  -0.627
9 S -3.3353 1.7130 -0.1709  0.651
10 H -2.3649 3.2051 4.0846  0.116
11 H -4.5215 2.6056 5.1589  0.117
12 H -6.3207 1.5383 3.8764  0.117
13 H -6.0551 1.0243 1.4641  0.120
14 C 2.8427 -3.4361 2.4558  -0.064
15 N 1.8496 -3.6062 1.3841  -0.275
16 C 2.4499 -3.6993 0.0520  -0.058
17 P 0.3897 -2.9217 1.6526  0.467
18 O 0.3348 -1.4256 1.7865  -0.454
19 O -0.4443 -3.4417 0.3871  -0.257
20 P -0.8918 -2.7419 -1.0010  0.434
21 O -0.0298 -1.5732 -1.3343  -0.401
22 N -0.7937 -3.8894 -2.1355  -0.290
23 C 0.1119 -3.8121 -3.2883  -0.067
24 C -1.6547 -5.0714 -2.0751  -0.062
25 N -2.4489 -2.3576 -0.6652  -0.282
26 C -3.2606 -2.9549 0.3982  -0.071
27 C -3.2301 -1.8995 -1.8242  -0.084
28 N -0.2656 -3.6203 2.9548  -0.297
29 C -0.7047 -2.8731 4.1345  -0.070
30 C -0.3164 -5.0819 3.0694  -0.067
31 H 3.5252 -4.2863 2.4497  0.100
32 H 2.3539 -3.4014 3.4299  0.085
33 H 3.4222 -2.5186 2.3238  0.073
34 H 3.0725 -4.5921 0.0056  0.101
35 H 3.0818 -2.8318 -0.1598  0.076
36 H 1.6904 -3.7763 -0.7202  0.060
37 H 0.6562 -2.8725 -3.2765  0.071
38 H -0.4613 -3.8743 -4.2144  0.095
39 H 0.8233 -4.6404 -3.2692  0.091
40 H -2.2321 -5.0829 -1.1501  0.074
41 H -1.0483 -5.9776 -2.1020  0.097
42 H -2.3450 -5.0918 -2.9200  0.096
43 H -2.6438 -3.2562 1.2396  0.069
44 H -3.8235 -3.8224 0.0392  0.091
45 H -3.9763 -2.2113 0.7508  0.090
46 H -2.5753 -1.5322 -2.6136  0.086
47 H -3.8868 -1.0828 -1.5235  0.063
48 H -3.8453 -2.7070 -2.2289  0.094
49 H -0.6481 -1.8048 3.9476  0.068
50 H -0.0786 -3.1189 4.9952  0.092
51 H -1.7363 -3.1316 4.3785  0.092
52 H 0.0906 -5.5542 2.1785  0.083
53 H -1.3482 -5.4105 3.1996  0.093
54 H 0.2654 -5.4139 3.9312  0.094
55 C 3.4212 -0.1100 -1.3593  -0.049
56 O 2.2805 0.7507 -1.4472  -0.244
57 C 1.9622 1.2251 -2.7085  -0.204
58 C 2.6448 0.8713 -3.8572  -0.048
59 C 2.2716 1.4405 -5.0697  -0.669
60 Br 3.2177 0.9585 -6.6242  0.810
61 C 1.2325 2.3410 -5.1474  -0.045
62 C 0.5351 2.6808 -3.9885  -0.070
63 C 0.9086 2.1267 -2.7793  -0.184
64 O 0.2859 2.4637 -1.5884  -0.096
65 C -0.5575 3.6682 -4.0555  -0.281
66 N -0.5090 4.7775 -4.7167  0.206
67 C -1.7355 5.3989 -4.4810  -0.211
68 C -2.2186 6.6134 -4.9653  0.000
69 C -3.4900 6.9931 -4.5861  -0.071
70 C -4.2739 6.1893 -3.7400  -0.075
71 C -3.8053 4.9880 -3.2437  -0.022
72 C -2.5212 4.6196 -3.6306  -0.190
73 N -1.7297 3.5150 -3.3277  0.136
74 H 4.3086 0.3881 -1.7464  0.114
75 H 3.2470 -1.0374 -1.9070  0.101
76 H 3.5607 -0.3301 -0.3017  0.074
77 H 3.4597 0.1637 -3.8375  0.105
78 H 0.9476 2.8014 -6.0839  0.126
79 H -0.3445 3.1820 -1.7660  0.090
80 H -1.6109 7.2254 -5.6197  0.120
81 H -3.8992 7.9279 -4.9472  0.109
82 H -5.2682 6.5213 -3.4706  0.108
83 H -4.4118 4.3729 -2.5891  0.103
84 H -2.0831 2.6331 -2.9951  0.143
85 C 1.3412 2.3617 3.4286  -0.247
86 P 2.2237 1.6048 2.0226  0.817
87 C 3.0759 3.0138 1.2472  -0.233
88 C 3.5216 0.6128 2.8000  -0.389
89 C 3.2563 -0.0592 3.9942  -0.104
90 C 4.2455 -0.8185 4.6016  -0.074
91 C 5.4967 -0.9345 4.0099  -0.061
92 C 5.7619 -0.2814 2.8120  -0.060
93 C 4.7801 0.4936 2.2092  -0.103
94 H 2.0569 2.7864 4.1328  0.070
95 H 0.7227 1.6248 3.9415  0.044
96 H 0.6952 3.1567 3.0508  0.039
97 H 3.8123 3.4322 1.9348  0.069
98 H 2.3360 3.7773 0.9982  0.057
99 H 3.5650 2.7097 0.3214  0.042
100 H 2.2817 0.0165 4.4639  0.100
101 H 4.0420 -1.3154 5.5429  0.116
102 H 6.2694 -1.5233 4.4884  0.117
103 H 6.7405 -0.3601 2.3558  0.116
104 H 5.0147 1.0239 1.2924  0.100

=====

# 3
The following is a DFT calculation (ωB97M-V with the def2-TZVPD basis set) of a molecular structure, C9H16N3.

Values from the calculation:
total charge: +1
LUMO (spin up / spin down): -4.95 / -9.21 eV
spin multiplicity: 3
energy relative to the best compared isomer or geometry (same formula, charge and spin): 54.8 kcal per mole
orbital gap (spin up / spin down): 4.387 / 4.174 eV

Each line ends with the Löwdin charge.
Positions of all 28 atoms, in Å:
1 C 0.6895 -3.6814 2.1478  -0.077
2 C 1.3262 -3.1580 0.2896  -0.065
3 C -0.5452 2.4868 -1.3489  -0.208
4 C 0.2873 1.5461 -2.2099  -0.139
5 C -1.5850 1.7311 -0.5905  -0.152
6 C 1.0726 0.5575 -1.2244  -0.172
7 C -0.9512 0.4378 0.2305  -0.333
8 C -0.0613 -0.1438 -0.7769  -0.193
9 C -0.4237 1.1743 1.5444  -0.058
10 N 1.2331 -4.1899 1.0923  0.163
11 N 0.3641 -2.3862 2.0173  0.140
12 N 0.8078 -2.0029 0.7715  0.223
13 H 0.5689 -4.3254 3.0959  0.195
14 H 1.7525 -3.2243 -0.6842  0.146
15 H 0.0021 2.9931 -0.6669  0.072
16 H -1.0564 3.1984 -2.0225  0.135
17 H -0.1824 1.1070 -3.0155  0.093
18 H 1.0121 2.1050 -2.7530  0.102
19 H -1.9169 2.3647 0.3009  0.124
20 H -2.3595 1.2908 -1.2940  0.136
21 H 1.9114 0.1536 -1.6786  0.089
22 H 1.5082 1.1378 -0.4050  0.123
23 H -1.8839 -0.2034 0.4058  0.141
24 H -0.3592 -1.1329 -1.3032  0.141
25 H -1.2806 1.4639 2.1918  0.096
26 H 0.0894 2.0068 1.2081  0.036
27 H 0.2503 0.5049 2.1062  0.055
28 H -0.2702 -1.8115 2.5713  0.184

=====

# 4
The following is a DFT calculation (ωB97M-V with the def2-TZVPD basis set) of C3H6N2O3 in the gas phase.

Values from the calculation:
structure (SMILES): O/N=C1/NOCCO1
LUMO: 0.71 eV
spin multiplicity: 1
energy relative to the best compared isomer or geometry (same formula, charge and spin): 131.8 kcal per mole
orbital gap: 9.370 eV

Each line ends with the Löwdin charge.
Positions of all 14 atoms, in Å:
1 C 0.0620 0.8241 -0.7556  -0.476
2 C -0.2889 -1.6125 0.3678  -0.159
3 C 0.0793 -0.4663 1.2844  -0.108
4 H 1.5988 2.0231 0.0322  0.076
5 H -1.3780 0.3538 -1.9795  0.138
6 H 0.6143 -1.9194 -0.1787  0.134
7 H -0.8121 -2.4656 0.9183  0.152
8 H 0.7500 -0.7043 2.1178  0.136
9 H -0.7900 0.1328 1.6137  0.144
10 N 0.2200 1.9658 -1.2443  0.069
11 N -0.6724 -0.0985 -1.4381  0.103
12 O 1.1486 2.6985 -0.5030  -0.048
13 O -1.2799 -1.1063 -0.5613  -0.111
14 O 0.7484 0.3746 0.3262  -0.051

=====

Number 1: DFT total energy -42206.425 eV. Number 2: DFT total energy -182142.355 eV. Number 3: DFT total energy -14048.899 eV. Number 4: DFT total energy -12326.511 eV.